Version one
Below is a 13-piece molecular cluster, C52H143N13O13 overall, with properties calculated with the ωB97M-V functional and the def2-TZVPD basis.

ORCA input file:
```
! wB97M-V def2-TZVPD RIJCOSX def2/J DEFGRID3
* xyz 0 1
C 18.880 9.844 23.843
C 18.498 8.883 22.722
C 18.683 9.597 21.394
O 17.842 10.774 21.161
C 16.489 10.438 21.039
N 19.258 7.657 22.725
H 19.953 9.793 23.998
H 18.332 9.615 24.761
H 18.673 10.872 23.466
H 17.464 8.615 22.797
H 18.502 8.862 20.568
H 19.666 9.966 21.262
H 15.898 11.319 21.108
H 16.134 9.740 21.845
H 16.320 9.955 20.083
H 20.185 7.776 22.324
H 18.827 7.088 22.050
C 9.532 14.599 20.711
C 10.499 15.392 21.564
C 11.522 16.191 20.713
O 12.286 17.008 21.587
C 13.235 17.915 20.928
N 9.769 16.419 22.344
H 8.710 14.252 21.310
H 10.002 13.738 20.185
H 9.162 15.325 19.973
H 11.103 14.689 22.144
H 11.025 16.844 19.981
H 12.197 15.493 20.264
H 13.615 18.615 21.683
H 12.673 18.450 20.168
H 14.063 17.357 20.465
H 10.450 17.048 22.763
H 9.185 15.920 23.057
C 18.026 17.683 15.916
C 19.229 17.281 15.010
C 20.495 17.554 15.722
O 21.561 17.080 14.906
C 22.740 17.266 15.655
N 19.054 15.841 14.749
H 17.976 16.929 16.692
H 17.055 17.677 15.478
H 18.204 18.579 16.556
H 19.072 17.810 14.078
H 20.479 17.037 16.728
H 20.651 18.599 15.804
H 23.546 17.139 14.956
H 22.809 16.454 16.391
H 22.765 18.193 16.210
H 19.867 15.461 14.329
H 18.988 15.427 15.663
C 22.575 16.398 19.962
C 21.070 16.553 19.852
C 20.514 15.224 19.281
O 21.208 14.885 18.112
C 20.842 13.610 17.594
N 20.598 16.751 21.195
H 22.902 15.508 20.463
H 22.908 17.290 20.475
H 22.980 16.388 18.953
H 20.788 17.358 19.137
H 19.405 15.262 19.139
H 20.683 14.370 20.002
H 19.775 13.570 17.431
H 21.183 12.852 18.271
H 21.277 13.510 16.625
H 21.047 16.072 21.742
H 19.616 16.745 21.418
C 14.367 15.042 17.583
C 15.783 14.878 18.126
C 15.613 14.026 19.396
O 15.039 14.817 20.409
C 14.608 14.016 21.529
N 16.660 14.302 17.117
H 14.138 15.870 16.882
H 13.682 15.269 18.365
H 14.063 14.079 17.157
H 16.203 15.804 18.454
H 16.639 13.772 19.786
H 15.041 13.118 19.196
H 14.226 14.751 22.277
H 15.479 13.553 22.034
H 13.891 13.251 21.293
H 16.189 13.459 16.686
H 17.516 13.860 17.501
C 11.924 9.453 18.298
C 12.684 10.457 19.082
C 12.017 11.811 18.953
O 12.293 12.376 17.709
C 11.326 13.349 17.201
N 12.868 10.150 20.547
H 12.562 8.605 18.190
H 11.652 9.804 17.271
H 11.027 9.142 18.781
H 13.639 10.619 18.560
H 12.334 12.414 19.811
H 10.909 11.684 19.029
H 11.624 13.672 16.242
H 11.093 14.142 17.932
H 10.347 12.752 17.249
H 13.231 10.993 21.034
H 13.640 9.474 20.639
C 15.218 12.974 13.516
C 14.082 12.682 14.541
C 12.915 12.024 13.839
O 12.492 12.988 12.854
C 11.366 12.558 12.074
N 14.516 11.898 15.697
H 16.029 13.512 14.005
H 14.780 13.541 12.623
H 15.640 12.009 13.134
H 13.702 13.713 14.888
H 12.059 11.715 14.504
H 13.327 11.126 13.274
H 11.532 11.525 11.680
H 11.241 13.206 11.199
H 10.430 12.722 12.665
H 14.771 10.962 15.404
H 13.711 11.767 16.265
C 13.402 16.563 13.968
C 14.748 16.369 13.311
C 15.058 17.560 12.439
O 14.138 17.963 11.465
C 14.068 17.031 10.367
N 15.834 16.316 14.344
H 13.331 17.533 14.401
H 13.156 15.841 14.730
H 12.618 16.537 13.188
H 14.605 15.467 12.728
H 16.048 17.385 11.917
H 15.195 18.420 13.058
H 13.521 17.520 9.512
H 13.483 16.132 10.671
H 15.067 16.656 10.072
H 16.680 15.945 13.981
H 15.554 15.730 15.156
C 17.087 17.500 24.612
C 15.730 17.920 24.271
C 14.815 17.973 25.495
O 14.701 16.767 26.158
C 14.184 15.677 25.482
N 15.724 19.226 23.613
H 17.801 17.594 23.771
H 17.085 16.434 24.895
H 17.437 18.106 25.402
H 15.245 17.194 23.542
H 13.902 18.373 25.070
H 15.284 18.594 26.218
H 13.946 14.866 26.210
H 14.927 15.290 24.775
H 13.226 15.929 25.057
H 14.761 19.614 23.534
H 16.252 19.940 24.060
C 22.131 14.483 24.040
C 21.000 13.816 24.765
C 19.931 13.516 23.754
O 19.237 14.643 23.291
C 18.098 14.264 22.563
N 21.383 12.558 25.340
H 22.839 14.698 24.846
H 21.873 15.367 23.485
H 22.604 13.844 23.253
H 20.560 14.483 25.552
H 19.164 12.830 24.146
H 20.497 12.974 22.965
H 17.621 15.192 22.191
H 17.399 13.628 23.047
H 18.463 13.867 21.626
H 21.867 12.789 26.231
H 20.523 12.033 25.509
C 16.338 18.678 18.807
C 17.511 17.946 19.448
C 18.612 18.949 19.674
O 19.248 19.504 18.527
C 19.753 20.823 18.781
N 17.177 17.521 20.855
H 16.680 19.077 17.841
H 16.116 19.577 19.437
H 15.505 18.019 18.635
H 17.851 17.094 18.908
H 19.370 18.527 20.380
H 18.187 19.808 20.239
H 20.323 21.111 17.909
H 20.285 20.767 19.707
H 18.914 21.570 18.845
H 16.331 16.948 20.843
H 16.990 18.338 21.448
C 15.967 12.185 24.808
C 14.760 11.275 25.232
C 13.882 10.831 24.040
O 13.266 11.935 23.342
C 12.099 12.509 23.837
N 15.237 10.147 25.930
H 16.676 12.460 25.622
H 15.607 13.171 24.416
H 16.527 11.695 23.980
H 14.199 11.970 25.823
H 13.044 10.300 24.516
H 14.458 10.236 23.329
H 12.110 13.588 23.802
H 12.023 12.334 24.918
H 11.194 12.154 23.305
H 15.878 10.351 26.689
H 14.532 9.458 26.152
C 17.144 10.972 17.647
C 18.061 9.830 17.129
C 17.591 9.277 15.753
O 16.331 8.663 15.870
C 15.992 7.909 14.774
N 19.420 10.216 16.867
H 17.202 11.884 16.970
H 17.558 11.252 18.632
H 16.113 10.719 17.766
H 18.030 9.017 17.843
H 18.441 8.639 15.432
H 17.631 10.069 14.950
H 16.473 8.275 13.830
H 14.905 7.948 14.636
H 16.186 6.860 14.918
H 19.565 11.009 17.490
H 20.080 9.448 17.039
*
```

Highest occupied orbital energy ... -8.490 eV
Kohn-Sham gap ... 8.933 eV

=====

Version two
Below is a 13-piece molecular cluster, C52H143N13O13 overall, with properties calculated with the ωB97M-V functional and the def2-TZVPD basis.

ORCA input file:
```
! wB97M-V def2-TZVPD RIJCOSX def2/J DEFGRID3
* xyz 0 1
C 22.272 15.731 13.834
C 21.816 16.085 15.243
C 20.647 17.073 15.103
O 21.139 18.249 14.543
C 20.653 18.620 13.238
N 21.438 14.823 15.847
H 21.400 15.372 13.287
H 23.018 14.941 13.761
H 22.523 16.620 13.256
H 22.675 16.552 15.725
H 20.288 17.178 16.127
H 19.774 16.700 14.566
H 21.161 18.138 12.402
H 20.649 19.704 13.133
H 19.593 18.369 13.179
H 20.536 14.535 15.497
H 21.184 15.157 16.766
C 13.752 16.715 10.208
C 13.664 16.007 11.582
C 12.200 16.120 12.101
O 12.087 15.423 13.338
C 10.845 15.045 13.841
N 14.034 14.660 11.379
H 13.037 16.298 9.499
H 14.740 16.588 9.766
H 13.509 17.770 10.329
H 14.377 16.316 12.347
H 11.530 15.660 11.373
H 11.939 17.166 12.263
H 10.833 14.919 14.923
H 10.507 14.067 13.496
H 10.092 15.800 13.614
H 13.560 14.207 10.611
H 13.439 14.312 12.117
C 16.079 13.039 9.065
C 16.661 11.845 9.825
C 15.637 10.713 10.073
O 15.064 10.417 8.802
C 13.792 9.801 8.863
N 17.814 11.467 9.042
H 16.864 13.788 8.957
H 15.283 13.616 9.535
H 15.713 12.747 8.082
H 16.925 12.082 10.855
H 14.947 11.182 10.775
H 16.151 9.872 10.539
H 13.048 10.421 9.362
H 13.930 8.864 9.403
H 13.629 9.469 7.838
H 17.308 10.857 8.416
H 18.290 10.773 9.600
C 15.285 9.221 14.168
C 16.088 10.504 13.790
C 15.355 11.768 13.862
O 14.774 12.021 15.132
C 14.059 13.309 15.254
N 17.351 10.466 14.506
H 15.898 8.380 13.842
H 14.339 9.211 13.628
H 14.988 9.189 15.216
H 16.340 10.415 12.734
H 14.599 11.770 13.077
H 15.925 12.676 13.667
H 13.122 13.280 14.698
H 14.654 14.107 14.810
H 13.811 13.576 16.281
H 17.201 10.990 15.356
H 17.553 9.493 14.688
C 14.444 18.584 19.021
C 14.028 18.157 20.423
C 14.599 19.064 21.587
O 16.073 19.032 21.725
C 16.651 17.705 21.967
N 12.601 18.269 20.592
H 13.990 19.558 18.841
H 13.811 17.999 18.354
H 15.523 18.534 18.874
H 14.386 17.147 20.621
H 14.205 18.772 22.561
H 14.184 20.062 21.445
H 16.505 17.110 21.065
H 16.326 17.182 22.866
H 17.708 17.890 22.161
H 12.334 19.156 20.190
H 12.449 18.356 21.587
C 20.309 11.746 11.240
C 20.726 10.494 10.391
C 22.195 10.190 10.873
O 22.638 9.168 9.999
C 23.747 8.325 10.404
N 19.799 9.452 10.707
H 19.276 12.068 11.108
H 20.952 12.578 10.952
H 20.466 11.622 12.312
H 20.656 10.660 9.316
H 22.120 9.921 11.927
H 22.819 11.079 10.792
H 23.387 7.705 11.225
H 24.548 8.962 10.778
H 24.134 7.644 9.646
H 20.089 8.666 10.143
H 19.883 9.246 11.692
C 13.916 21.040 16.229
C 12.549 21.696 16.225
C 11.812 21.630 14.860
O 11.959 20.364 14.200
C 11.017 20.267 13.116
N 11.694 21.177 17.247
H 13.965 20.021 15.846
H 14.305 21.010 17.247
H 14.590 21.640 15.616
H 12.592 22.747 16.511
H 12.195 22.415 14.208
H 10.763 21.903 14.980
H 11.175 19.357 12.539
H 11.085 21.139 12.465
H 9.999 20.143 13.485
H 10.770 21.573 17.157
H 11.585 20.173 17.220
C 20.273 20.649 16.026
C 20.671 21.497 17.252
C 20.040 20.983 18.564
O 18.639 21.227 18.464
C 17.822 20.549 19.405
N 22.084 21.658 17.343
H 20.315 19.611 16.357
H 20.988 20.660 15.203
H 19.266 20.829 15.650
H 20.348 22.527 17.100
H 20.482 21.463 19.437
H 20.264 19.926 18.709
H 18.165 20.894 20.380
H 17.960 19.467 19.398
H 16.759 20.772 19.307
H 22.329 22.415 17.965
H 22.523 21.870 16.459
C 21.061 15.760 9.956
C 19.617 15.545 9.472
C 19.050 16.803 8.574
O 18.977 18.097 9.133
C 18.304 18.153 10.366
N 19.593 14.407 8.570
H 21.173 16.637 10.594
H 21.764 15.873 9.131
H 21.460 14.879 10.459
H 19.038 15.451 10.390
H 18.001 16.666 8.313
H 19.576 16.877 7.622
H 18.611 17.360 11.047
H 17.230 17.968 10.365
H 18.388 19.145 10.811
H 18.660 14.021 8.603
H 20.127 13.610 8.885
C 15.146 19.672 12.150
C 15.167 21.128 12.483
C 16.155 21.873 11.533
O 17.549 21.495 11.390
C 18.417 21.592 12.480
N 13.787 21.647 12.242
H 16.146 19.303 12.378
H 14.935 19.530 11.090
H 14.418 19.148 12.770
H 15.468 21.259 13.523
H 16.195 22.934 11.781
H 15.837 21.770 10.495
H 18.060 20.787 13.122
H 18.400 22.556 12.988
H 19.461 21.383 12.246
H 13.214 21.113 12.879
H 13.462 21.384 11.323
C 9.116 18.233 16.426
C 10.247 17.622 17.213
C 11.518 17.541 16.359
O 12.578 16.667 16.795
C 13.725 16.633 15.947
N 10.365 18.309 18.502
H 8.183 18.400 16.965
H 8.911 17.704 15.495
H 9.437 19.209 16.061
H 9.963 16.613 17.511
H 11.882 18.568 16.340
H 11.285 17.366 15.309
H 14.203 17.612 15.912
H 13.494 16.423 14.902
H 14.481 15.912 16.259
H 9.762 17.880 19.190
H 11.264 18.000 18.842
C 18.326 14.582 13.640
C 17.049 15.306 13.274
C 16.895 16.796 13.683
O 17.023 16.983 15.069
C 16.948 18.384 15.425
N 16.778 15.154 11.839
H 18.178 13.607 13.177
H 18.435 14.538 14.724
H 19.211 15.058 13.218
H 16.192 14.762 13.674
H 15.918 17.185 13.398
H 17.628 17.333 13.081
H 17.042 18.461 16.508
H 15.955 18.822 15.327
H 17.626 19.055 14.898
H 16.977 14.187 11.625
H 15.789 15.261 11.665
C 17.011 15.409 17.795
C 18.533 15.236 17.752
C 19.405 16.024 18.748
O 20.794 15.864 18.475
C 21.703 16.802 19.160
N 18.891 13.776 17.860
H 16.611 15.114 18.765
H 16.599 14.895 16.927
H 16.753 16.463 17.695
H 18.892 15.479 16.752
H 19.244 15.717 19.782
H 19.133 17.071 18.610
H 21.932 16.496 20.181
H 21.394 17.847 19.171
H 22.653 16.795 18.624
H 19.887 13.875 17.998
H 18.618 13.613 18.819
*
```

Highest occupied orbital energy ... -8.398 eV
Kohn-Sham gap ... 8.706 eV

=====

If you had to bet on the most stable structure above, which would it be? Bet on version one.